1.
This record from the Open Molecules 2025 dataset describes C24H56N9O11Y as an isolated structure in a non-equilibrium geometry. The level of theory is ωB97M-V with the def2-TZVPD basis set.

Last column: Löwdin charge in e.
CARTESIAN COORDINATES (ANGSTROEM)
Y  -4.510  -18.620  -22.059  1.73
N  -1.185  -17.723  -22.244  -0.61
O  -2.335  -17.986  -22.270  -0.14
O  -0.271  -18.450  -22.559  0.06
O  -1.009  -16.580  -21.863  0.00
C  -3.394  -15.693  -25.060  0.04
C  -4.405  -16.879  -25.189  -0.45
O  -4.579  -17.724  -24.264  -0.10
N  -4.963  -16.882  -26.379  0.03
C  -5.808  -17.890  -26.926  -0.06
H  -2.639  -15.908  -25.816  0.09
H  -2.822  -15.805  -24.138  0.07
H  -3.848  -14.729  -25.290  0.09
H  -4.791  -16.124  -27.024  0.16
H  -6.736  -17.554  -27.390  0.10
H  -6.200  -18.462  -26.085  0.07
H  -5.333  -18.651  -27.544  0.10
C  -2.334  -16.358  -18.412  0.06
C  -3.455  -17.418  -18.681  -0.50
O  -3.948  -17.659  -19.743  -0.02
N  -4.035  -18.015  -17.663  0.02
C  -3.770  -17.771  -16.302  -0.07
H  -1.620  -17.045  -17.956  0.09
H  -2.532  -15.637  -17.619  0.08
H  -1.946  -15.756  -19.233  0.07
H  -4.744  -18.695  -17.897  0.11
H  -2.840  -18.298  -16.090  0.10
H  -4.573  -18.240  -15.734  0.10
H  -3.679  -16.709  -16.071  0.09
C  -6.466  -20.595  -18.309  0.02
C  -6.703  -19.415  -19.187  -0.48
O  -6.113  -19.174  -20.298  -0.11
N  -7.404  -18.496  -18.514  0.05
C  -7.564  -17.056  -18.917  -0.01
H  -7.009  -20.673  -17.368  0.10
H  -5.388  -20.726  -18.206  0.08
H  -6.776  -21.521  -18.793  0.09
H  -7.648  -18.550  -17.536  0.14
H  -7.605  -16.313  -18.120  0.09
H  -8.459  -16.918  -19.523  0.07
H  -6.728  -16.810  -19.572  0.07
C  -7.548  -20.995  -24.182  0.05
C  -6.509  -21.384  -23.090  -0.48
O  -5.891  -20.520  -22.528  -0.06
N  -6.277  -22.699  -22.879  0.04
C  -5.355  -23.276  -21.921  -0.04
H  -8.282  -20.282  -23.807  0.07
H  -7.994  -21.896  -24.602  0.08
H  -6.966  -20.605  -25.017  0.08
H  -6.985  -23.289  -23.294  0.14
H  -5.571  -24.344  -21.936  0.10
H  -5.525  -22.902  -20.911  0.08
H  -4.307  -23.023  -22.083  0.06
C  -2.792  -22.451  -24.168  0.02
C  -2.637  -20.984  -24.354  -0.46
O  -3.353  -20.107  -23.757  -0.09
N  -1.750  -20.594  -25.286  0.05
C  -1.490  -19.209  -25.699  -0.03
H  -3.862  -22.645  -24.254  0.09
H  -2.285  -22.795  -23.267  0.08
H  -2.218  -22.946  -24.952  0.09
H  -1.128  -21.268  -25.709  0.14
H  -1.174  -18.482  -24.951  0.08
H  -2.383  -18.839  -26.202  0.08
H  -0.697  -19.250  -26.445  0.10
C  -5.383  -14.049  -20.973  0.03
C  -4.309  -14.983  -21.545  -0.47
O  -4.590  -16.090  -22.015  -0.07
N  -3.026  -14.555  -21.419  0.05
C  -2.452  -13.344  -20.884  -0.06
H  -5.579  -14.278  -19.926  0.09
H  -6.316  -14.324  -21.466  0.08
H  -5.090  -13.002  -21.052  0.07
H  -2.360  -15.211  -21.800  0.08
H  -3.090  -12.473  -20.737  0.09
H  -1.537  -13.186  -21.456  0.10
H  -2.071  -13.386  -19.864  0.08
C  -2.352  -21.384  -18.976  0.03
C  -2.323  -20.997  -20.430  -0.50
O  -3.288  -20.406  -20.966  -0.09
N  -1.217  -21.264  -21.102  0.07
C  -0.080  -22.190  -20.733  -0.01
H  -2.092  -20.521  -18.363  0.10
H  -1.635  -22.166  -18.728  0.08
H  -3.345  -21.776  -18.758  0.08
H  -1.170  -20.705  -21.942  0.12
H  0.236  -21.930  -19.723  0.08
H  0.740  -22.256  -21.448  0.10
H  -0.467  -23.207  -20.668  0.08
C  -7.928  -16.244  -24.197  0.03
C  -7.933  -17.351  -23.126  -0.45
O  -6.824  -17.844  -22.837  -0.07
N  -9.154  -17.822  -22.760  0.03
C  -9.347  -18.788  -21.719  -0.07
H  -7.048  -15.620  -24.046  0.08
H  -8.832  -15.636  -24.195  0.09
H  -7.722  -16.657  -25.185  0.07
H  -9.978  -17.592  -23.297  0.15
H  -10.143  -19.418  -22.116  0.10
H  -9.788  -18.229  -20.894  0.08
H  -8.517  -19.393  -21.356  0.08

Summary:
E: -2306.59233 a.u.
ΔE to the lowest compared entry with this formula, charge and spin: 25.15 kcal per mole
net charge: +2
E_HOMO: -13.2 eV
multiplicity: 1

2.
This record from the Open Molecules 2025 dataset describes a 7-piece molecular cluster, C24H57BF4NO15P3 overall in a non-equilibrium geometry. The level of theory is ωB97M-V with the def2-TZVPD basis set.

Last column: Löwdin charge in e.
CARTESIAN COORDINATES (ANGSTROEM)
C  -0.306  2.100  -2.402  0.00
C  -0.160  2.125  -3.965  -0.38
C  1.113  1.349  -4.492  -0.14
C  0.967  -0.083  -4.767  -0.17
C  -0.257  -0.307  -5.691  -0.16
C  -1.570  0.249  -5.205  -0.44
N  -1.437  1.666  -4.682  0.03
O  -2.456  2.301  -4.689  0.21
C  -2.139  -0.700  -4.079  0.03
C  -2.555  0.302  -6.370  -0.03
C  0.001  3.621  -4.361  -0.02
H  -1.171  2.650  -1.893  0.10
H  0.677  2.407  -1.910  0.09
H  -0.462  0.936  -2.170  0.11
H  1.958  1.608  -3.910  0.10
H  1.353  1.798  -5.436  0.12
H  0.598  -0.811  -3.930  0.14
H  1.953  -0.406  -5.210  0.15
H  -0.408  -1.365  -5.902  0.13
H  0.175  0.061  -6.689  0.15
H  -3.085  -0.354  -3.719  0.08
H  -1.486  -0.545  -3.168  0.08
H  -2.270  -1.731  -4.332  0.10
H  -3.518  0.845  -6.195  0.10
H  -2.567  -0.761  -6.761  0.13
H  -2.192  1.047  -7.066  0.08
H  -0.796  4.285  -3.771  0.14
H  -0.142  3.697  -5.411  0.07
H  1.040  3.864  -4.050  0.09
B  1.204  -1.146  -0.200  -1.33
F  1.111  0.170  0.164  0.13
F  2.526  -1.542  -0.459  0.10
F  0.851  -1.993  0.923  0.06
F  0.335  -1.419  -1.235  0.12
C  -1.872  4.019  2.702  -0.02
C  -1.999  2.588  2.278  -0.51
O  -2.440  1.724  2.906  0.12
C  -1.550  2.368  0.807  -0.02
H  -2.378  4.343  3.678  0.12
H  -2.354  4.722  1.897  0.13
H  -0.992  4.424  2.620  0.00
H  -1.214  1.298  0.551  0.09
H  -0.574  2.942  0.762  0.08
H  -2.306  2.457  0.192  0.01
C  -2.655  -1.332  0.150  -0.01
C  -3.887  -1.838  0.986  -0.44
O  -4.552  -2.810  0.549  0.02
C  -4.115  -1.165  2.242  -0.01
H  -1.670  -1.541  0.744  0.12
H  -2.671  -0.175  -0.080  0.10
H  -2.860  -1.962  -0.690  0.05
H  -5.149  -1.249  2.360  0.08
H  -3.982  -0.087  2.051  0.09
H  -3.743  -1.384  3.111  0.03
C  4.347  6.081  -2.028  -0.07
O  4.908  4.789  -1.897  -0.17
P  4.052  3.562  -1.395  0.40
O  3.037  3.271  -2.415  -0.26
O  4.923  2.228  -1.379  -0.22
C  4.518  1.022  -0.865  -0.12
O  3.360  3.986  -0.030  -0.22
C  2.033  3.566  0.305  -0.11
H  4.001  6.401  -1.132  0.06
H  3.499  6.145  -2.525  0.04
H  5.122  6.718  -2.408  0.11
H  4.480  1.199  0.265  0.11
H  5.108  0.158  -1.034  0.07
H  3.331  0.777  -1.288  0.15
H  1.971  2.440  0.161  0.08
H  1.220  4.142  -0.311  0.11
H  1.931  3.756  1.417  0.11
C  -3.099  -6.399  2.976  -0.08
O  -2.173  -5.979  1.968  -0.19
P  -1.183  -4.850  2.264  0.38
O  -1.418  -4.237  3.612  -0.24
O  0.269  -5.525  2.288  -0.15
C  1.379  -4.701  2.356  -0.09
O  -1.248  -3.914  0.989  -0.19
C  -1.196  -4.457  -0.268  -0.10
H  -3.531  -7.419  2.829  0.09
H  -3.928  -5.750  2.874  0.08
H  -2.560  -6.682  3.940  0.12
H  1.282  -4.105  3.169  0.06
H  1.529  -4.274  1.611  -0.04
H  2.339  -5.062  2.649  0.11
H  -0.551  -5.157  -0.460  0.05
H  -1.068  -3.596  -0.836  0.07
H  -2.136  -4.877  -0.551  0.10
C  2.785  -1.125  3.243  -0.08
O  2.229  -1.679  4.442  -0.22
P  1.572  -0.791  5.551  0.21
O  2.067  0.542  5.389  -0.22
O  0.027  -0.815  5.347  -0.20
C  -0.445  -0.907  3.990  -0.09
O  1.783  -1.306  6.956  -0.17
C  1.195  -0.679  8.144  -0.05
H  2.964  -2.020  2.618  0.10
H  3.809  -0.849  3.518  0.09
H  2.261  -0.286  2.782  0.09
H  -0.082  -1.964  3.629  0.10
H  -0.062  -0.160  3.301  0.06
H  -1.636  -0.755  3.823  0.12
H  1.899  -0.905  9.059  0.13
H  0.130  -1.074  8.466  0.13
H  1.036  0.255  8.109  -0.01

Summary:
E: -3580.39679 a.u.
ΔE to the lowest compared entry with this formula, charge and spin: 0.00 kcal per mole
E_HOMO: -9.0 eV
multiplicity: 1

3.
This record from the Open Molecules 2025 dataset describes C24H58BN2NaO4 as an isolated structure in a non-equilibrium geometry. The level of theory is ωB97M-V with the def2-TZVPD basis set.

Last column: Löwdin charge in e.
CARTESIAN COORDINATES (ANGSTROEM)
Na  -0.618  -1.010  0.489  0.25
B  0.582  0.072  -1.372  -0.43
H  -0.435  0.512  -1.117  -0.04
H  1.111  0.649  -2.228  -0.01
H  1.271  0.135  -0.464  -0.05
H  0.417  -1.014  -1.684  -0.03
C  1.103  2.051  3.415  -0.07
C  0.804  0.810  2.583  -0.22
N  -0.629  0.387  2.539  -0.19
C  -1.428  1.402  1.848  -0.25
C  -2.889  0.996  1.664  -0.07
C  -1.142  0.057  3.877  -0.23
C  -0.600  -1.277  4.402  -0.07
H  1.089  1.889  4.490  0.07
H  0.502  2.911  3.124  0.07
H  2.124  2.366  3.169  0.08
H  1.080  0.984  1.543  0.09
H  1.362  -0.013  3.029  0.10
H  -1.412  2.384  2.337  0.12
H  -0.956  1.564  0.873  0.09
H  -3.477  1.278  2.540  0.08
H  -3.341  1.505  0.814  0.08
H  -3.026  -0.081  1.534  0.06
H  -2.228  0.014  3.842  0.10
H  -0.865  0.847  4.582  0.11
H  -1.187  -1.571  5.270  0.08
H  0.451  -1.201  4.678  0.07
H  -0.697  -2.027  3.616  0.05
C  -0.260  -3.551  -1.321  -0.08
C  -1.660  -3.004  -1.629  -0.25
N  -2.408  -2.560  -0.440  -0.19
C  -2.628  -3.737  0.416  -0.24
C  -3.220  -3.347  1.772  -0.07
C  -3.691  -2.016  -0.888  -0.25
C  -3.593  -0.675  -1.603  -0.07
H  -0.329  -4.638  -1.235  0.08
H  0.151  -3.158  -0.394  0.05
H  0.415  -3.329  -2.144  0.08
H  -1.543  -2.161  -2.309  0.09
H  -2.190  -3.775  -2.207  0.12
H  -3.214  -4.529  -0.068  0.13
H  -1.660  -4.199  0.622  0.11
H  -2.661  -2.533  2.239  0.06
H  -4.281  -3.131  1.661  0.07
H  -3.129  -4.143  2.515  0.08
H  -4.434  -1.935  -0.093  0.11
H  -4.157  -2.742  -1.577  0.12
H  -2.968  0.061  -1.094  0.05
H  -4.567  -0.224  -1.787  0.08
H  -3.117  -0.807  -2.577  0.06
C  1.180  5.540  -0.048  -0.02
C  -0.014  5.133  -0.871  -0.50
O  -0.918  5.917  -1.076  0.07
C  -0.043  3.739  -1.400  -0.02
H  2.104  5.248  -0.553  0.07
H  1.123  5.052  0.930  0.08
H  1.283  6.601  0.176  0.08
H  0.612  3.747  -2.276  0.10
H  -1.046  3.473  -1.713  0.08
H  0.356  3.040  -0.667  0.06
C  3.102  -3.396  3.010  -0.01
C  2.415  -2.522  1.986  -0.48
O  1.210  -2.538  1.871  0.05
C  3.282  -1.645  1.135  0.00
H  3.684  -2.843  3.748  0.09
H  3.773  -4.085  2.494  0.09
H  2.353  -3.959  3.564  0.08
H  2.758  -1.236  0.277  0.05
H  4.137  -2.239  0.802  0.10
H  3.664  -0.806  1.722  0.10
C  3.300  2.453  -0.911  -0.03
C  4.391  1.435  -1.029  -0.49
O  5.447  1.593  -0.455  0.06
C  4.158  0.193  -1.879  -0.01
H  2.522  2.070  -0.249  0.06
H  2.872  2.762  -1.861  0.08
H  3.755  3.320  -0.427  0.08
H  5.011  -0.478  -1.783  0.08
H  4.087  0.529  -2.914  0.09
H  3.278  -0.350  -1.538  0.04
C  -1.465  1.610  -4.050  -0.02
C  -0.520  1.374  -5.210  -0.49
O  -0.338  2.237  -6.038  0.06
C  0.284  0.103  -5.171  -0.02
H  -1.459  2.670  -3.811  0.07
H  -1.174  0.981  -3.204  0.04
H  -2.496  1.335  -4.294  0.09
H  0.426  -0.196  -6.214  0.09
H  -0.175  -0.684  -4.581  0.07
H  1.257  0.338  -4.742  0.08

Summary:
E: -1546.83383 a.u.
E_HOMO: -9.1 eV
multiplicity: 1

Calculated E_LUMO in order - -3.77; -3.82; 0.01 eV